(A)
ORCA calculation (the ωB97M-V functional and the def2-TZVPD basis) on C2H3NO3 as an isolated structure.

Element x y z (Å)
C 0.083 -0.495 -0.227
C -0.712 0.303 0.610
N -2.493 -0.003 0.029
O -3.274 0.884 0.170
O -2.616 -1.087 -0.464
O -0.248 -0.883 1.114
H -0.375 -0.953 -1.090
H 1.090 -0.150 -0.431
H -0.591 1.222 0.933

Properties
LUMO energy, Eh: 0.02842
HOMO energy, eV: -10.122
HOMO-LUMO gap, eV: 10.90

=====

(B)
ORCA calculation (the ωB97M-V functional and the def2-TZVPD basis) on one molecule with the formula C2H3NO3.

Element x y z (Å)
O 1.076 1.803 0.185
C 0.605 0.687 0.106
O 1.359 -0.396 0.449
C -0.771 0.567 -0.322
N -1.456 -0.528 -0.445
O -0.810 -1.630 -0.038
H 0.828 -1.190 0.329
H -1.190 1.478 -0.655
H -1.450 -2.332 -0.032

Properties
LUMO energy, Eh: -0.00419
Structure (SMILES): O=C(O)/C=N\O
HOMO energy, eV: -10.676
HOMO-LUMO gap, eV: 10.56

=====

The structure with the greatest stability is (B).

=====

(A)
ORCA calculation (the ωB97M-V functional and the def2-TZVPD basis) on a 2-piece molecular cluster, C6H12N overall.

Element x y z (Å)
C -3.704 0.785 0.328
C 0.536 -0.783 -0.638
C 1.639 -0.128 -0.160
C -0.527 -1.528 -0.619
C 3.013 -0.648 -0.554
C 1.490 1.211 0.349
N -2.541 0.446 0.819
H -3.934 0.381 -0.689
H -4.458 1.117 1.019
H -1.104 -1.728 -1.545
H -0.722 -2.201 0.265
H -2.219 0.762 1.814
H 2.988 -0.894 -1.744
H 3.271 -1.652 -0.066
H 3.691 0.115 -0.307
H 0.486 1.319 0.840
H 1.563 1.924 -0.337
H 2.289 1.417 0.981
H -1.756 0.089 0.243

Properties
LUMO energy, Eh: -0.21005
HOMO energy, eV: -12.108
HOMO-LUMO gap, eV: 6.39
Charge: +1

=====

(B)
ORCA calculation (the ωB97M-V functional and the def2-TZVPD basis) on a 2-piece molecular cluster, C6H12N overall.

Element x y z (Å)
C -2.985 0.314 0.151
C -2.051 -0.599 -0.012
C 0.755 -0.855 0.221
C 0.000 0.272 -0.177
C 2.144 -0.794 0.822
C 0.114 1.741 0.057
N 0.664 -0.504 -1.201
H -3.997 0.051 0.364
H -2.589 1.284 0.421
H -1.936 -1.579 -0.432
H 0.326 -1.877 0.440
H 2.286 -0.946 1.801
H 2.679 0.125 0.633
H 2.732 -1.497 0.220
H -0.973 2.145 0.149
H 0.467 2.132 -0.877
H 0.695 2.170 0.777
H 1.607 -0.389 -1.658
H 0.062 -1.193 -1.701

Properties
LUMO energy, Eh: -0.13018
HOMO energy, eV: -13.791
HOMO-LUMO gap, eV: 10.25
Charge: +1

=====

(C)
ORCA calculation (the ωB97M-V functional and the def2-TZVPD basis) on an isolated ion of composition C6H12N and charge +1.

Element x y z (Å)
C 3.690 -0.018 0.343
N 2.524 -0.533 0.464
C 1.338 0.203 0.687
C 0.156 -0.401 0.725
C -1.159 0.313 0.747
C -2.155 -0.318 -0.231
C -2.298 0.455 -1.564
H 3.924 1.040 0.398
H 4.462 -0.611 -0.140
H 2.524 -1.551 0.448
H 1.503 1.259 0.827
H 0.089 -1.471 0.914
H -0.942 1.369 0.650
H -1.579 0.039 1.719
H -3.174 -0.319 0.159
H -1.911 -1.351 -0.479
H -1.432 0.329 -2.221
H -3.155 0.046 -2.081
H -2.405 1.520 -1.365

Properties
LUMO energy, Eh: -0.19679
Structure (SMILES): C=[NH+]/C=C/CCC
HOMO energy, eV: -14.093
HOMO-LUMO gap, eV: 8.74
Charge: +1

=====

(D)
ORCA calculation (the ωB97M-V functional and the def2-TZVPD basis) on an isolated ion of composition C6H12N and charge +1.

Element x y z (Å)
C 3.102 -0.346 0.010
C 2.145 0.325 0.255
N 0.827 0.995 0.261
C -0.391 0.098 0.023
C -0.353 -0.670 -1.338
C -0.452 -0.837 1.179
C -1.685 0.844 -0.029
H 4.066 -0.845 -0.331
H 0.792 1.708 -0.473
H 0.660 1.337 1.204
H 0.559 -1.213 -1.614
H -1.209 -1.365 -1.323
H -0.527 0.110 -2.032
H -0.920 -0.594 2.081
H 0.537 -1.121 1.388
H -0.964 -1.750 0.863
H -1.646 1.830 -0.516
H -2.375 0.197 -0.552
H -2.165 1.296 0.945

Properties
LUMO energy, Eh: -0.12802
Structure (SMILES): C#C[NH2+]C(C)(C)C
HOMO energy, eV: -15.707
HOMO-LUMO gap, eV: 12.22
Charge: +1

=====

The structure with the greatest stability is (C).

=====

(A)
ORCA calculation (the ωB97M-V functional and the def2-TZVPD basis) on one molecule with the formula CH4N2.

Element x y z (Å)
H -1.325 -1.167 -0.353
N -1.409 -0.111 0.036
C -0.113 0.398 0.000
N 1.223 -0.271 -0.053
H 0.037 1.601 0.032
H 1.853 0.221 -0.635
H 1.417 -0.369 1.072

Properties
LUMO energy, Eh: 0.03080
Structure (SMILES): [H]/N=C\N
HOMO energy, eV: -9.875
HOMO-LUMO gap, eV: 10.71

=====

(B)
ORCA calculation (the ωB97M-V functional and the def2-TZVPD basis) on one molecule with the formula CH4N2.

Element x y z (Å)
C -0.509 -0.992 0.247
N -0.607 0.294 0.066
N 0.327 1.055 -0.512
H -1.242 -1.562 0.778
H 0.458 -1.494 0.030
H 0.321 1.986 -0.064
H 1.253 0.713 -0.546

Properties
LUMO energy, Eh: 0.04539
Structure (SMILES): C=NN
HOMO energy, eV: -9.113
HOMO-LUMO gap, eV: 10.35

=====

(C)
ORCA calculation (the ωB97M-V functional and the def2-TZVPD basis) on one molecule with the formula CH4N2.

Element x y z (Å)
H -0.060 -1.672 0.370
N 0.763 -1.282 -0.102
C 0.497 -0.067 -0.346
N -0.628 0.697 0.015
H 1.273 0.646 -0.657
H -1.536 0.265 0.062
H -0.309 1.414 0.657

Properties
LUMO energy, Eh: 0.04015
Structure (SMILES): [H]/N=C\N
HOMO energy, eV: -9.627
HOMO-LUMO gap, eV: 10.72

=====

The structure with the greatest stability is (C).

=====

(A)
ORCA calculation (the ωB97M-V functional and the def2-TZVPD basis) on one molecule with the formula C5H6.

Element x y z (Å)
C -1.168 -0.681 0.163
C -1.224 0.652 0.120
C 0.225 0.739 -0.389
C 1.215 -0.052 0.497
C 0.200 -0.785 -0.411
H -1.928 -1.357 0.395
H -1.816 1.532 0.284
H 0.498 1.632 -1.295
H 2.191 -0.109 0.221
H 1.236 -0.249 1.596
H 0.571 -1.322 -1.180

Properties
LUMO energy, Eh: 0.04922
Structure (SMILES): C1=C[C@H]2C[C@@H]12
HOMO energy, eV: -8.519
HOMO-LUMO gap, eV: 9.86

=====

(B)
ORCA calculation (the ωB97M-V functional and the def2-TZVPD basis) on one molecule with the formula C5H6.

Element x y z (Å)
C 2.312 0.354 -0.195
C 1.333 -0.435 0.342
C -0.115 -0.414 0.720
C -1.025 0.838 0.051
C -0.996 -0.515 -0.528
H 3.419 0.039 -0.578
H -0.305 -0.791 1.661
H -1.973 1.242 0.647
H -0.275 1.812 -0.145
H -0.508 -0.893 -1.417
H -1.866 -1.236 -0.559

Properties
LUMO energy, Eh: 0.00274
Structure (SMILES): C#CC1CC1
HOMO energy, eV: -9.017
HOMO-LUMO gap, eV: 9.09

=====

The structure with the greatest stability is (A).